Below is a molecular structure, C5H9Br3O8S2 in a non-equilibrium geometry, with properties calculated with ωB97M-V/def2-TZVPD.

Geometry as XYZ:
```
27
Properties=species:S:1:pos:R:3:forces:R:3:mulliken_charge:R:1
C -1.43294 4.87786 -1.31605 0.7837 0.4593 0.1095 -0.312
Br -2.27404 5.50894 0.36726 0.5773 -0.6298 -1.0266 -0.014
Br 0.52986 4.59430 -1.14801 -0.9142 0.3215 0.1430 -0.021
Br -1.79708 6.16231 -2.74799 0.0754 -0.6528 0.5509 -0.006
H -1.74766 3.87559 -1.60672 -0.5207 0.4983 0.2240 0.353
C 0.15321 0.89455 5.63104 -0.1978 0.2982 0.5989 -0.271
C -1.12944 0.09518 5.83108 -0.1288 0.6796 0.0894 -0.246
O -0.90854 -1.14372 5.21454 0.3829 -1.6669 -0.4995 -0.321
S 0.56971 -1.35097 4.56827 -1.2114 -0.4775 -0.8622 1.089
O 0.39474 -1.03022 3.15603 0.9751 -0.0809 2.1984 -0.518
O 1.12848 -2.66233 4.90386 -0.8942 3.2985 -0.0154 -0.509
O 1.16500 -0.08572 5.46171 0.7993 -1.5468 -1.2118 -0.322
H 0.39609 1.44906 6.53748 0.1606 -0.0393 -0.1225 0.295
H 0.08529 1.59603 4.79953 0.1947 -0.2653 -0.2086 0.278
H -1.95309 0.61662 5.34341 -0.1292 -0.2173 0.0456 0.251
H -1.36183 -0.08051 6.88142 0.0480 0.0187 -0.0267 0.273
C 1.47825 -2.70882 -4.10370 -0.0758 -2.5757 2.4310 -0.319
C -0.00682 -2.45055 -3.87573 1.1199 -0.0049 0.7489 -0.277
O -0.47554 -2.18736 -5.19567 0.2960 0.0374 -0.8178 -0.296
S 0.68754 -1.38538 -6.01455 -0.3457 1.4810 -1.9796 1.060
O 0.41911 0.05257 -5.96812 0.6743 -2.7681 0.2010 -0.522
O 0.90380 -1.98641 -7.34499 -0.3762 0.8671 3.5478 -0.519
O 1.86088 -1.73594 -4.91054 0.2890 4.4227 -4.5761 -0.291
H 1.78462 -3.61845 -4.62021 -0.6211 -0.8387 0.6397 0.278
H 2.09413 -2.52509 -3.22334 -0.3233 -0.6651 0.4510 0.257
H -0.04664 -1.52984 -3.29366 -0.3177 0.0774 0.0936 0.287
H -0.51709 -3.24170 -3.32635 -0.3200 -0.0307 -0.7259 0.342
```
Positions in Å, forces in eV/Å.

Its strongest force on any atom is 6.4 eV/Å. For the LUMO energy, the calculation gives -0.014 Eh. The charge is 0. For the electronic energy, the calculation gives -9316.1390 Eh. The energy above the lowest of the compared OMol25 structures with the same formula, charge and spin comes out at 1.557 eV.



Below is a molecular structure, C3H3NS2 in a non-equilibrium geometry, with properties calculated with ωB97M-V/def2-TZVPD.

Geometry as XYZ:
```
9
Properties=species:S:1:pos:R:3:forces:R:3:mulliken_charge:R:1
C -1.60802 0.45103 -0.76907 0.9364 1.0011 -0.4309 -0.006
C 0.62311 0.05007 0.71376 0.8798 -0.7746 3.3510 -0.577
C 1.86514 -0.39663 -0.05118 0.2773 -1.5486 -1.3138 0.354
H -1.87092 1.07152 -1.83943 -0.1601 -2.3764 3.2523 0.304
H -0.35387 -1.01477 0.75415 2.4639 3.2299 -0.2547 0.289
H 0.93222 0.24963 1.98075 -0.9128 -0.4716 -4.1111 0.299
N 2.64887 -0.96970 -0.73160 -2.3166 2.1333 2.3195 -0.416
S -2.02600 -1.00514 -0.00387 -0.4175 2.6639 -2.6081 -0.234
S -0.21053 1.56399 -0.05351 -0.7506 -3.8570 -0.2043 -0.013
```
Positions in Å, forces in eV/Å.

Its strongest force on any atom is 4.2 eV/Å. For the LUMO energy, the calculation gives -0.060 Eh. The charge is 0. For the electronic energy, the calculation gives -967.0830 Eh. The energy above the lowest of the compared OMol25 structures with the same formula, charge and spin comes out at 3.619 eV.



Below is 2 unconnected molecules or ions with the total composition C4H11N2, with properties calculated with ωB97M-V/def2-TZVPD.

Geometry as XYZ:
```
17
Properties=species:S:1:pos:R:3:forces:R:3:mulliken_charge:R:1
C 1.88610 -0.29860 1.74288 0.0350 -0.1483 -0.2133 -1.051
C 0.86821 -0.83949 0.74614 -0.0984 0.2080 0.1312 -0.487
C 1.08900 0.66368 -1.05359 -0.0058 0.1882 0.1318 -0.303
N 0.34280 0.23728 -0.12507 0.1644 -0.5213 -0.3457 -0.344
H 2.24131 -1.10775 2.37901 -0.1100 0.0325 0.0970 0.326
H 2.75862 0.08468 1.21386 -0.0137 0.1262 0.0185 0.338
H 1.45909 0.49315 2.35418 0.0270 0.0029 0.0666 0.336
H 0.00715 -1.26229 1.26325 0.0692 -0.0888 0.0329 0.328
H 1.31816 -1.62005 0.13176 -0.0357 -0.0106 -0.0483 0.338
H 2.09448 0.27911 -1.21852 0.0378 -0.0020 0.0537 0.301
H 0.74636 1.46235 -1.70577 -0.0853 -0.0520 -0.0260 0.274
C -2.74156 0.07016 -1.45841 0.1522 0.0167 0.1367 -0.125
N -2.22427 0.58630 -0.42326 -0.4115 -0.2321 -0.3182 -0.135
H -2.10659 -0.52793 -2.09940 -0.0313 -0.0565 -0.1279 0.267
H -3.78641 0.21525 -1.69948 -0.0595 -0.0219 -0.0552 0.278
H -2.84400 1.13418 0.16353 0.1732 0.1141 0.2184 0.251
H -1.10844 0.42998 -0.21112 0.1923 0.4449 0.2478 0.409
```
Positions in Å, forces in eV/Å.

Its strongest force on any atom is 0.6 eV/Å. For the LUMO energy, the calculation gives -0.162 Eh. The charge is +1. For the electronic energy, the calculation gives -268.2320 Eh. The energy above the lowest of the compared OMol25 structures with the same formula, charge and spin comes out at 1.984 eV.



Below is a molecular structure, C19H14BrN4O2PdSSe4, with properties calculated with ωB97M-V/def2-TZVPD.

Geometry as XYZ:
```
46
Properties=species:S:1:pos:R:3:forces:R:3:mulliken_charge:R:1
Pd 1.05063 0.41716 1.01588 0.0189 0.4375 0.0689 0.512
Se 0.53902 2.31483 2.85441 -0.3916 0.0805 -0.1440 -0.262
Se 1.81838 1.57489 4.55872 0.5893 -0.4525 0.1468 -0.265
Se 3.48532 -0.24576 3.69537 -0.2734 0.3745 0.4681 -0.313
Se 3.32071 -0.28454 1.42912 0.3192 -0.1845 -0.3520 -0.313
Br -2.46298 3.75085 -1.26265 -0.0148 0.0198 -0.0001 -0.180
C -0.74064 4.15665 -1.94820 -0.0142 -0.0095 -0.0107 0.197
C -0.68082 5.23743 -2.81945 -0.0096 0.0133 -0.0042 -0.528
C 0.52959 5.62602 -3.36557 0.0191 -0.0118 0.0013 -0.415
C 1.68899 4.94060 -3.03154 -0.0210 0.0064 -0.0020 -0.636
C 1.62133 3.87509 -2.15354 0.0121 0.0197 -0.0024 -0.444
C 0.41046 3.45531 -1.60023 0.0183 0.0134 0.0240 0.069
C 0.45819 2.26254 -0.67832 0.0269 -0.0701 -0.0964 1.281
O -0.56564 1.61367 -0.40009 -0.0583 -0.0052 -0.2343 -0.542
O 1.61477 1.94963 -0.24531 -0.0072 -0.2375 0.1062 -0.817
H -1.58952 5.77209 -3.05855 -0.0053 -0.0066 -0.0042 0.387
H 0.56381 6.46768 -4.04551 -0.0019 0.0092 -0.0039 0.363
H 2.64218 5.24069 -3.44615 0.0114 0.0030 -0.0031 0.379
H 2.51166 3.33738 -1.85965 0.0034 -0.0101 0.0084 0.404
N -4.27107 -3.01859 3.57051 -0.0251 0.1455 0.1049 -0.340
C -3.09129 -2.90524 4.21889 -0.0539 -0.0281 -0.0065 0.225
S -2.90348 -3.49013 5.74432 0.0098 -0.0498 -0.0343 -0.396
C -1.99515 -2.24844 3.44660 0.0057 -0.0269 -0.0369 1.399
C -0.78767 -1.95387 4.05317 0.0055 0.0209 0.0163 -0.976
C 0.21189 -1.31449 3.33724 0.0996 -0.0813 -0.1311 -0.029
N 0.05625 -0.97688 2.05715 -0.2905 0.1225 0.1703 0.121
C -1.10123 -1.28019 1.44751 0.0763 -0.0349 -0.0217 -0.456
C -2.13636 -1.90735 2.09866 0.0164 -0.0582 -0.0076 -0.882
H -5.04894 -3.34307 4.12039 0.0011 -0.0399 -0.0172 0.223
H -4.47926 -2.43173 2.78119 0.0190 -0.0203 -0.0153 0.176
H -0.63055 -2.19448 5.09394 0.0178 -0.0029 -0.0007 0.410
H 1.16514 -1.06582 3.78602 -0.0142 0.0377 0.0344 0.093
H -1.18889 -0.98216 0.40954 0.0199 0.0535 0.0517 0.351
H -3.02915 -2.11851 1.52800 0.0141 -0.0374 -0.0166 0.248
N 3.20362 -5.31334 -2.69015 -0.0075 0.0000 0.0058 -0.510
C 2.53753 -4.38057 -2.60638 0.0295 -0.0318 -0.0138 0.071
C 1.69217 -3.22230 -2.53308 -0.0280 0.0188 -0.0150 0.105
C 0.73880 -2.98659 -3.52095 0.0120 0.0111 0.0238 -0.213
C -0.05338 -1.85959 -3.41423 0.0174 -0.0062 0.0098 -0.901
C 0.13969 -1.01402 -2.32867 0.0303 0.0095 -0.0234 -0.224
N 1.04698 -1.24126 -1.38190 -0.1897 0.0188 -0.0834 0.066
C 1.80775 -2.32019 -1.47529 0.0140 -0.0099 0.0188 -0.239
H 0.63133 -3.67737 -4.34681 0.0030 0.0014 0.0045 0.470
H -0.80840 -1.63392 -4.15424 0.0031 0.0030 -0.0135 0.412
H -0.45220 -0.11261 -2.20195 -0.0136 -0.0029 0.0218 0.483
H 2.53041 -2.46950 -0.67823 0.0064 -0.0018 0.0085 0.437
```
Positions in Å, forces in eV/Å.

Its strongest force on any atom is 0.8 eV/Å. For the LUMO energy, the calculation gives 0.044 Eh. The charge is -1. For the electronic energy, the calculation gives -13807.8852 Eh. The energy above the lowest of the compared OMol25 structures with the same formula, charge and spin comes out at 0.925 eV.



Below is a molecular structure, C33H38ClFeN2O2S6 in a non-equilibrium geometry, with properties calculated with ωB97M-V/def2-TZVPD.

Geometry as XYZ:
```
83
Properties=species:S:1:pos:R:3:forces:R:3:mulliken_charge:R:1
Fe 1.99876 0.16872 -1.15742 0.4195 0.0927 -0.1298 0.969
C 4.19307 3.06256 -0.62424 0.0096 -0.0827 -0.0393 -0.568
C 3.71538 2.67127 0.77367 0.1162 -0.0143 -0.0275 -1.179
S 2.97229 1.01631 0.94248 0.0944 0.3406 -0.0894 0.410
C 4.40243 -0.06336 1.15706 0.0423 -0.0749 0.2029 -1.121
C 5.26673 -0.24112 -0.07434 -0.0291 0.0528 0.0413 -0.703
S 4.24071 -0.84751 -1.43909 -0.0206 -0.1362 -0.2989 0.193
C 5.06266 -0.16593 -2.89683 -0.0303 0.1179 0.0274 -0.467
C 4.09180 -0.36830 -4.04888 0.0283 -0.0600 -0.0679 -1.053
S 2.41723 0.25805 -3.74494 0.0524 0.4657 -0.3029 0.390
C 2.55526 1.98656 -4.28391 0.1301 0.0134 0.0409 -0.963
C 3.42584 2.89166 -3.41257 -0.0093 -0.0400 -0.0300 -0.794
S 2.78170 2.84353 -1.72534 0.1168 0.0977 -0.0780 0.197
H 5.02939 2.45435 -0.96247 -0.0061 0.0037 -0.0174 0.151
H 4.50693 4.10612 -0.61980 -0.0264 0.0049 0.0068 0.602
H 2.94496 3.36867 1.10493 -0.0419 -0.0467 0.0158 0.446
H 4.53353 2.74286 1.49110 -0.0022 -0.0300 0.0063 0.579
H 3.98028 -1.01872 1.46813 0.0044 0.0486 0.0243 0.298
H 4.98893 0.31897 1.99339 0.0056 0.0421 -0.0306 0.742
H 6.04573 -0.97364 0.13662 -0.0382 -0.0687 -0.0757 0.586
H 5.75478 0.68793 -0.36101 -0.0177 -0.0080 -0.0562 0.337
H 5.98479 -0.71044 -3.10232 -0.0042 -0.0564 0.1127 0.544
H 5.31266 0.88198 -2.74051 -0.0188 -0.0108 0.0238 0.068
H 3.96124 -1.43500 -4.23662 -0.0091 0.0025 -0.0117 0.482
H 4.45670 0.07551 -4.97572 0.0146 0.0239 0.0320 0.503
H 1.53114 2.35985 -4.31879 -0.0328 -0.0397 0.0437 0.372
H 2.92544 1.98585 -5.30971 -0.0024 -0.0269 0.0081 0.573
H 3.36668 3.91209 -3.79234 -0.0001 -0.0157 0.0341 0.536
H 4.47275 2.59288 -3.43088 -0.0315 -0.0204 0.0280 0.422
S 0.25213 1.59642 -0.88056 -0.4631 0.2354 0.3051 -0.648
C -1.21833 0.78571 -1.12917 0.0698 0.3257 -0.0021 0.295
N -2.39048 1.35631 -1.13377 0.2483 -0.0340 0.0591 0.223
C -3.59187 0.54944 -1.37533 -0.0305 -0.1105 0.0121 -0.810
C -3.40207 -0.81614 -0.76119 -0.0946 0.0746 0.0546 -0.667
N -2.16789 -1.41630 -1.27902 0.1654 0.2086 -0.1891 0.153
C -2.14894 -2.87745 -1.48963 0.0440 -0.0438 -0.0412 -0.928
C -2.74083 -3.56783 -0.29429 -0.0587 -0.1473 -0.0509 -0.231
C -3.98497 -4.18317 -0.37548 0.0830 0.0226 0.0298 -0.354
C -4.53276 -4.79284 0.74384 0.0258 0.0047 0.0286 -0.731
C -3.83826 -4.78300 1.94400 -0.0371 -0.0206 0.0074 -0.579
C -2.59249 -4.17475 2.02524 -0.0041 -0.0184 0.0513 -0.657
C -2.04127 -3.57302 0.90853 -0.0332 0.0329 -0.0485 0.036
C -1.12032 -0.65035 -1.45827 0.3204 -0.5078 0.0795 0.442
S 0.37477 -1.17402 -2.03624 -0.5853 -0.5328 -0.4446 -0.658
C -2.60672 2.79688 -0.89951 0.0319 0.0354 -0.1116 -1.353
C -3.27048 3.00743 0.43470 -0.0012 0.0975 -0.0550 0.534
C -4.53260 3.57760 0.52044 -0.0079 -0.0267 0.0041 -0.335
C -5.13266 3.75034 1.76098 -0.0005 -0.0021 -0.0168 -0.660
C -4.47434 3.34778 2.91110 -0.0194 0.0069 0.0459 -0.528
C -3.20969 2.77964 2.82784 0.0117 -0.0141 0.0191 -0.831
C -2.60930 2.61488 1.59215 0.0437 -0.0145 0.0991 0.243
H -3.76325 0.50136 -2.45437 -0.0431 -0.0422 0.0295 0.316
H -4.42841 1.06453 -0.90459 0.0120 -0.0502 0.0030 0.475
H -4.22760 -1.48060 -1.00577 -0.0221 0.0624 -0.0247 0.626
H -3.33139 -0.75429 0.32925 -0.0621 0.0080 -0.0422 0.285
H -1.11049 -3.16407 -1.66109 -0.0599 -0.0360 0.0561 0.584
H -2.71376 -3.08317 -2.40242 0.0109 -0.0307 0.0443 0.376
H -4.52034 -4.20206 -1.31652 -0.0269 0.0026 -0.0525 0.460
H -5.49506 -5.27922 0.67618 -0.0360 -0.0190 0.0015 0.406
H -4.26252 -5.26105 2.81588 -0.0120 -0.0086 0.0173 0.417
H -2.04375 -4.18345 2.95674 0.0182 0.0031 0.0308 0.499
H -1.05928 -3.12120 0.97016 0.0459 0.0003 -0.0071 0.772
H -3.23813 3.14686 -1.71825 -0.0216 0.0369 0.0400 0.458
H -1.64293 3.30007 -0.97774 -0.0631 -0.0298 0.0512 0.474
H -5.04787 3.89543 -0.37729 -0.0195 0.0157 -0.0391 0.413
H -6.11325 4.19899 1.82596 -0.0361 0.0178 0.0009 0.409
H -4.94144 3.48159 3.87668 -0.0165 0.0053 0.0158 0.418
H -2.69399 2.47742 3.72996 -0.0016 0.0063 0.0085 0.438
H -1.61240 2.19550 1.52364 0.0689 -0.0531 0.0194 0.363
Cl -1.35992 -0.81180 5.84424 0.0275 -0.0274 -0.0576 -0.211
C -0.48261 -1.18027 4.40178 -0.0258 0.1150 -0.0421 0.472
C -0.48448 -0.26978 3.35469 0.0370 -0.1305 0.1046 -1.488
C 0.22266 -0.55939 2.19902 -0.0674 0.2342 -0.0609 1.253
C 0.91220 -1.75076 2.06891 0.0890 -0.0264 -0.0251 0.413
C 0.90378 -2.65363 3.13411 -0.0448 -0.0542 0.0362 -0.642
C 0.22043 -2.37284 4.30158 -0.0261 0.0508 -0.0025 -0.869
C 1.61561 -2.21424 0.82892 0.0020 -0.3985 -0.0996 -0.421
O 1.83121 -3.39833 0.71963 0.1026 -0.0786 -0.2591 -0.653
O 2.06643 -1.39544 -0.11871 -0.1650 0.1190 1.1124 0.018
H -1.02734 0.65359 3.46333 -0.0816 0.1531 -0.0222 0.419
H 0.23754 0.16473 1.39919 -0.0410 0.0573 -0.0975 0.024
H 1.42847 -3.59109 3.02338 0.0259 -0.0188 0.0014 0.487
H 0.22139 -3.06869 5.12759 0.0101 -0.0304 0.0302 0.498
```
Positions in Å, forces in eV/Å.

Its strongest force on any atom is 1.1 eV/Å. Its spin multiplicity is 2. Its expectation value of S² is 0.85. For the LUMO energy (alpha / beta), the calculation gives -0.254 / -0.243 Eh. The charge is +2. For the electronic energy, the calculation gives -5652.8263 Eh.